1.
{"formula": "C5H12NO", "method": "ωB97M-V with the def2-TZVPD basis set", "multiplicity": 2, "orbital_gap_ev": [3.627, 5.248], "e_homo_ev": [2.7, 1.0], "total_charge": -2, "e_above_lowest_kcal_mol": 73.01, "elements": ["C", "O", "C", "C", "C", "C", "N", "H", "H", "H", "H", "H", "H", "H", "H", "H", "H", "H", "H"], "xyz": [[2.5044, 1.4900, 0.1609], [3.7005, 0.8287, 0.1983], [1.3461, 0.7608, 0.8503], [-0.0096, 1.4531, 0.7005], [-1.1665, 0.4023, 0.6851], [-1.6940, -2.8615, -1.4160], [-2.4565, 0.5374, 0.0689], [2.6223, 2.5138, 0.6413], [2.1537, 1.7599, -0.8701], [1.5822, 0.6000, 1.9111], [1.3142, -0.2389, 0.4094], [-0.2375, 2.0935, 1.5590], [-0.0706, 1.8901, -0.3035], [-1.3381, -0.0557, 1.6850], [-1.5419, 0.3362, -0.5865], [-1.5475, -3.1747, -2.4501], [-1.3265, -1.8482, -1.2691], [-2.7549, -2.9762, -1.2033], [-1.0797, -3.5104, -0.7712]], "forces_ev_per_angstrom": [[1.2623, 0.3171, 0.4939], [-0.2619, 0.0340, -0.2008], [0.1076, 0.2523, 0.0731], [-1.0349, -2.1481, -0.4432], [-1.1483, -0.0022, 2.9372], [0.5000, -0.5115, -0.0663], [2.7505, 0.0010, -1.2599], [-0.3838, -0.0873, 0.0194], [-0.0967, -0.2259, -0.1102], [0.1248, 0.0974, -0.0536], [-0.1503, -0.0246, -0.0946], [0.1981, 0.7153, -0.3643], [0.0605, 0.7616, 0.3483], [0.8899, -0.0754, 0.3353], [-2.2994, 0.4075, -1.7043], [0.1632, 0.0199, -0.1291], [-0.3785, 0.0990, 0.0725], [0.0712, 0.2668, 0.3091], [-0.3744, 0.1030, -0.1624]]}

=====

2.
{"formula": "C5H12NO", "method": "ωB97M-V with the def2-TZVPD basis set", "orbital_gap_ev": 9.344, "e_homo_ev": -13.6, "total_charge": 1, "e_above_lowest_kcal_mol": 111.63, "elements": ["C", "C", "C", "C", "C", "N", "O", "H", "H", "H", "H", "H", "H", "H", "H", "H", "H", "H", "H"], "xyz": [[-1.5816, 0.7829, 1.7496], [-1.4585, -0.3484, 1.1457], [0.8546, 0.4720, -1.7159], [1.8088, 0.0260, 0.4828], [-0.6039, -0.6019, -0.0876], [0.5252, 0.2953, -0.2808], [-0.2075, -1.8923, -0.3155], [-2.4466, 0.9530, 2.3579], [-1.1044, 1.6727, 1.4905], [-2.0071, -1.1225, 1.4301], [0.0386, 0.8415, -2.4159], [1.7481, 1.0318, -1.9028], [1.0544, -0.5593, -2.1865], [2.4926, 0.9088, 0.1004], [1.4517, 0.2184, 1.4800], [2.1588, -1.0159, 0.2122], [-1.9688, -0.3866, -1.2825], [0.1745, 1.2251, -0.1100], [-0.9288, -2.5006, -0.1516]], "forces_ev_per_angstrom": [[-1.4723, 1.1688, 0.6690], [3.5399, 1.2463, -2.8386], [-0.5387, -2.7959, -3.8012], [0.2540, 1.2952, -1.2862], [-4.0676, -1.4032, -0.7145], [-0.0902, 0.8292, -2.5185], [0.8633, 1.0495, 0.0861], [0.0349, -0.1613, 0.8963], [1.0569, 1.3230, -0.4502], [-2.4386, -3.4208, 0.9389], [0.5637, -0.0776, 1.6976], [0.3752, 0.5453, 0.5064], [-0.1399, 1.3380, 1.0297], [-1.0098, -2.1788, 1.1012], [0.8226, -0.5004, 0.7844], [-0.3281, 1.4389, 0.5942], [3.0241, 0.0707, 2.0750], [-0.1600, 0.4363, 1.1531], [-0.2893, -0.2033, 0.0773]]}

=====

3.
{"formula": "C5H12NO", "method": "ωB97M-V with the def2-TZVPD basis set", "orbital_gap_ev": 11.142, "e_homo_ev": -14.4, "total_charge": 1, "smiles": "[NH3+]/C=C\\CCCO", "e_above_lowest_kcal_mol": 27.29, "elements": ["N", "C", "C", "C", "C", "C", "O", "H", "H", "H", "H", "H", "H", "H", "H", "H", "H", "H", "H"], "xyz": [[1.7920, 0.3693, 0.1958], [1.3786, 0.8602, -1.1485], [0.1280, 1.2786, -1.3960], [-1.0325, 0.9512, -0.4643], [-1.3533, -0.4873, -0.1238], [-0.9381, -1.2503, 1.1224], [0.4296, -1.7546, 0.9403], [1.7692, 1.2020, 0.7902], [1.2647, -0.4778, 0.4843], [2.7769, 0.1323, 0.0893], [2.2525, 1.0903, -1.7449], [-0.1026, 1.9718, -2.1921], [-0.8271, 1.5063, 0.4758], [-1.8937, 1.4618, -0.8974], [-2.4298, -0.4872, 0.1009], [-1.2653, -1.1527, -0.9919], [-0.8153, -0.5539, 1.9720], [-1.5981, -2.0766, 1.3703], [0.4645, -2.5833, 1.4175]], "forces_ev_per_angstrom": [[0.5370, 0.7647, -1.6293], [-0.5622, 1.3351, -0.5724], [0.7245, -1.0587, 1.3553], [1.0198, 1.4160, 0.5704], [-2.1445, -1.4276, -0.0542], [2.2599, 1.4736, 0.1158], [-0.8109, -0.2880, -0.0834], [-0.3242, -0.5630, 0.5157], [-0.1231, -0.3714, 0.8217], [0.0091, -0.3274, 0.3492], [-0.2618, 0.0505, -0.1927], [0.3104, -0.4668, -0.5219], [-0.2389, -0.1171, -0.1958], [-0.1263, -0.3617, 0.1673], [-0.1113, 0.2340, -0.5351], [0.1343, 0.1630, 0.0874], [-0.7583, -0.2912, -0.0839], [-0.0963, 0.1073, -0.1919], [0.5628, -0.2715, 0.0777]]}

=====

4.
{"formula": "C5H12NO", "method": "ωB97M-V with the def2-TZVPD basis set", "orbital_gap_ev": 9.210, "e_homo_ev": -14.9, "total_charge": 1, "e_above_lowest_kcal_mol": 118.82, "elements": ["C", "C", "C", "C", "C", "N", "O", "H", "H", "H", "H", "H", "H", "H", "H", "H", "H", "H", "H"], "xyz": [[1.3683, 1.6091, -0.3344], [-0.7032, -0.5860, 2.0389], [-0.7552, -0.8183, -2.1426], [1.1430, 0.4594, 0.6664], [-0.2940, 0.2822, 0.9908], [-0.8025, -1.0239, -0.7411], [-1.3525, -1.9542, -0.2192], [1.2526, 2.6172, 0.0497], [2.4071, 1.5158, -0.6094], [0.7064, 1.5074, -1.2025], [-1.2989, -1.3136, 1.5003], [-1.5621, -0.2122, 2.7879], [0.1350, -1.1148, 2.4336], [-1.0488, 0.2640, -2.1826], [-1.6039, -1.2836, -2.7608], [0.2537, -1.1166, -2.4635], [1.6274, 0.5909, 1.5775], [1.5487, -0.3527, -0.0106], [-1.0211, 0.9297, 0.6217]], "forces_ev_per_angstrom": [[0.1129, 0.2870, 0.4395], [-1.8726, 0.7837, 1.5636], [-2.2443, 0.5310, -1.7501], [-1.0966, 0.4143, -3.5014], [0.9353, -1.3161, -0.1472], [-1.1629, -1.1968, 3.4818], [0.4176, 0.6109, -2.1697], [-0.2309, 0.0448, 0.3018], [0.2442, 0.2174, -0.5978], [0.3492, -0.0575, 0.0802], [-0.4009, -0.7544, -0.2533], [2.2527, -0.4581, -1.5147], [0.2822, -0.2872, 0.9253], [1.2212, -0.5740, -0.4608], [1.4389, -0.2145, 1.1753], [-0.2787, 0.5970, -0.2366], [1.3837, -0.0729, 1.4634], [-0.4332, 0.0184, 1.8896], [-0.9177, 1.4270, -0.6887]]}

=====

5.
{"formula": "C5H12NO", "method": "ωB97M-V with the def2-TZVPD basis set", "orbital_gap_ev": 7.937, "e_homo_ev": -12.6, "total_charge": 1, "e_above_lowest_kcal_mol": 32.52, "elements": ["C", "C", "N", "H", "H", "H", "H", "H", "H", "C", "C", "O", "C", "H", "H", "H", "H", "H", "H"], "xyz": [[0.7968, 2.7062, 0.5176], [-0.4074, 1.0335, 1.8058], [-0.2970, 1.7620, 0.7706], [0.4145, 3.6297, 0.0956], [1.4716, 2.2220, -0.1882], [1.2949, 2.8901, 1.4651], [0.3090, 1.1674, 2.6062], [-1.2163, 0.3247, 1.8589], [-0.9804, 1.6363, 0.0354], [0.1512, -3.0422, -0.9512], [-0.1411, -1.7981, -0.5924], [0.2463, -1.3224, 0.6792], [-0.7128, -0.7449, -1.4887], [-0.1523, -3.3657, -1.9354], [0.6783, -3.7328, -0.3103], [1.0170, -1.8639, 0.8858], [-0.8597, -1.1896, -2.4710], [-1.6593, -0.3369, -1.1317], [0.0467, 0.0247, -1.6515]], "forces_ev_per_angstrom": [[0.0483, -0.3051, 0.0492], [-0.0032, 0.2406, -0.3070], [-0.0273, 0.1250, 0.2697], [-0.1035, -0.0026, 0.0236], [0.0766, 0.1588, 0.0213], [0.1154, 0.0918, -0.0864], [-0.0098, -0.1793, 0.0567], [-0.0647, -0.0829, 0.1737], [-0.0608, -0.0459, -0.2084], [-0.3890, 0.5131, -0.2869], [0.5378, -0.1753, 0.3487], [0.0661, 0.0002, -0.7722], [0.2994, -0.4961, -0.1268], [0.1458, -0.1577, -0.0045], [-0.0920, -0.0829, 0.0981], [-0.0702, 0.0388, 0.4932], [-0.3101, 0.0401, 0.0403], [-0.0072, 0.1027, 0.0121], [-0.1516, 0.2167, 0.2055]]}

=====

6.
{"formula": "C5H12NO", "method": "ωB97M-V with the def2-TZVPD basis set", "orbital_gap_ev": 11.418, "e_homo_ev": -14.9, "total_charge": 1, "smiles": "CC(=O)C(C)(C)[NH3+]", "e_above_lowest_kcal_mol": 27.41, "elements": ["C", "C", "O", "C", "C", "C", "N", "H", "H", "H", "H", "H", "H", "H", "H", "H", "H", "H", "H"], "xyz": [[1.7631, -1.2643, 0.0109], [1.1446, 0.0643, 0.0868], [1.8155, 1.0686, -0.0149], [-0.3796, 0.2337, 0.0531], [-0.9117, -0.4016, -1.2724], [-1.0181, -0.1976, 1.3407], [-0.5004, 1.7619, -0.0774], [2.0500, -1.5472, -1.0975], [1.1420, -2.1784, 0.4949], [2.6830, -1.3677, 0.4096], [-1.8934, -0.5702, -1.0751], [-0.3736, -1.3896, -1.3358], [-0.7361, 0.3750, -2.1434], [-2.1472, -0.1198, 1.0924], [-0.6027, -1.2255, 1.4491], [-0.6682, 0.3863, 2.2407], [-0.4931, 2.1555, 0.8518], [-1.3275, 2.2067, -0.4520], [0.4535, 2.0099, -0.5616]], "forces_ev_per_angstrom": [[-3.1223, -3.8774, -1.8663], [0.3740, 0.5157, -0.7799], [0.4573, 0.1648, 0.0489], [0.5974, 1.3704, -1.0588], [3.6676, 1.2540, 0.0218], [-0.8651, -0.4978, -0.4323], [1.3332, 0.1190, -0.2209], [-1.1989, 0.6578, 1.8021], [1.1264, 2.2084, -1.4130], [3.0664, 0.4495, 1.8813], [-3.1172, -0.5565, -0.1574], [-0.6961, 1.1147, -0.6845], [-0.2633, -2.0828, 1.4954], [1.6758, -0.5624, 1.3374], [-1.1787, 0.3848, 0.3937], [-0.5997, -0.4476, -0.9980], [0.6490, 0.2285, 0.5529], [-0.3517, -0.5425, -0.9502], [-1.5540, 0.0995, 1.0278]]}